The following is a quantum chemistry calculation of C2H5N3O2 in the gas phase at a distorted geometry, from the OMol25 dataset.

Calculated values
**Molecular weight**: 103.081 Da
**Charge**: 0
**SMILES**: N/N=C(\N)C(=O)O
**Multiplicity**: 1
**Highest occupied orbital energy**: -8.86 eV
**Kohn-Sham gap**: 9.4 eV

Each line ends with the natural charge from an NBO analysis.
CARTESIAN COORDINATES (ANGSTROEM)
H -0.50037 -1.45293 1.46235  0.422
C -0.03238 -0.11870 0.00650  0.235
H -0.11408 2.97272 0.17022  0.371
H 0.82049 -1.71985 -2.56872  0.493
N -0.24212 2.01307 0.56796  -0.692
H -0.70758 0.27347 1.92762  0.412
H 0.50682 1.91607 1.31401  0.346
O -0.19389 -2.38849 -0.62722  -0.599
N -0.25223 -0.47016 1.34757  -0.840
O 0.61810 -0.88536 -2.16293  -0.643
C 0.10837 -1.23504 -0.94609  0.741
N -0.01113 1.09519 -0.49128  -0.246

Cartesian forces, eV/Å:
H -0.03 0.60 0.12
C -0.61 1.66 0.11
H -0.21 -1.28 0.46
H 0.07 -0.84 -0.72
N 1.29 1.37 0.03
H 0.41 -1.32 -0.93
H -1.03 0.03 -1.09
O 0.72 1.96 -0.80
N 0.01 1.01 -0.78
O -0.57 0.20 1.74
C -0.09 -1.85 -0.17
N 0.04 -1.53 2.03